Record 1
Density functional theory data (ωB97M-V/def2-TZVPD) for C6H13O5Rh as an isolated structure in a non-equilibrium geometry.

Geometry (Å):
O  -2.162  0.201  0.040
C  -0.982  0.301  -0.616
C  0.152  0.837  0.216
O  -0.361  1.948  0.975
C  0.305  2.310  2.185
C  -0.716  3.079  3.026
O  -1.929  2.401  3.102
Rh  -2.249  1.444  1.501
H  -1.051  0.756  -1.618
H  1.003  1.157  -0.403
H  0.517  0.085  0.944
H  1.199  2.912  1.965
H  0.613  1.388  2.708
H  -0.841  4.086  2.579
H  -0.263  3.234  4.025
H  -0.494  -1.117  -1.640
O  -0.824  -3.363  -2.250
C  1.941  -2.846  -1.835
O  1.137  -2.271  -2.844
C  -0.207  -2.151  -2.538
H  2.985  -2.630  -2.087
H  1.708  -2.408  -0.849
H  1.807  -3.939  -1.784
H  -0.691  -1.750  -3.436
H  -0.595  -3.663  -1.365

## Properties
Spin multiplicity: 6
Kohn-Sham gap (alpha / beta) in Eh: 0.292 / 0.188
DFT total energy in hartree: -722.5820
Molar mass in g mol⁻¹: 268.07
Net charge: +1
HOMO level (alpha / beta) in eV: -11.31 / -12.75
⟨S²⟩: 8.77

Record 2
Density functional theory data (ωB97M-V/def2-TZVPD) for C29H45AsF6NO4PSW as an isolated structure in a non-equilibrium geometry.

Geometry (Å):
W  0.498  0.641  -1.135
C  -2.964  -3.410  4.558
C  -2.613  -3.721  3.127
C  -1.360  -3.386  2.619
C  -1.012  -3.693  1.313
C  -1.926  -4.356  0.508
C  -3.180  -4.708  0.995
C  -3.518  -4.380  2.296
S  -1.488  -4.825  -1.138
O  -0.227  -4.208  -1.452
O  -1.653  -6.237  -1.274
N  -2.611  -4.138  -2.120
C  -2.809  -2.675  -2.162
C  -1.718  -1.941  -2.946
C  -0.618  -1.329  -2.150
O  0.377  -0.821  -2.749
O  -0.676  -1.111  -0.883
H  -2.537  -2.457  4.872
H  -2.566  -4.184  5.218
H  -4.043  -3.374  4.704
H  -0.642  -2.888  3.263
H  -0.045  -3.428  0.904
H  -3.879  -5.252  0.368
H  -4.497  -4.651  2.677
H  -3.466  -4.682  -2.097
H  -2.896  -2.248  -1.158
H  -3.755  -2.524  -2.672
H  -2.133  -1.100  -3.502
H  -1.270  -2.619  -3.672
C  0.184  0.077  2.769
C  0.632  1.529  2.522
C  2.148  1.641  2.720
P  0.054  2.115  0.865
C  0.477  3.931  0.751
C  1.710  4.252  -0.104
C  0.610  4.628  2.110
C  -1.810  2.196  1.005
C  -2.337  3.127  2.097
C  -2.514  0.832  1.116
H  0.760  -0.350  3.593
H  0.350  -0.547  1.887
H  -0.870  0.013  3.030
H  0.137  2.184  3.239
H  2.662  0.804  2.240
H  2.376  1.590  3.786
H  2.569  2.570  2.336
H  -0.395  4.332  0.232
H  2.630  4.091  0.463
H  1.683  5.305  -0.392
H  1.750  3.663  -1.015
H  1.545  4.366  2.607
H  -0.208  4.419  2.795
H  0.628  5.707  1.938
H  -2.076  2.641  0.048
H  -2.005  2.828  3.095
H  -3.428  3.070  2.087
H  -2.070  4.168  1.926
H  -2.700  0.581  2.162
H  -1.970  0.006  0.671
H  -3.484  0.888  0.619
F  -1.722  1.069  -1.791
As  -1.684  2.381  -3.107
F  -2.867  3.204  -2.206
F  -2.830  1.511  -3.996
F  -1.454  3.632  -4.213
F  -0.401  1.452  -3.781
F  -0.439  3.029  -2.012
C  4.665  1.787  -2.699
C  3.622  1.383  -1.678
C  4.014  1.760  -0.263
C  2.216  1.412  -2.102
C  3.011  -0.037  -1.827
C  2.421  -0.675  -0.643
C  2.197  -2.068  -0.683
C  2.428  -2.806  -1.819
C  2.960  -2.189  -2.964
C  3.236  -0.847  -2.973
H  4.822  2.863  -2.625
H  4.367  1.571  -3.725
H  5.615  1.290  -2.494
H  4.468  2.751  -0.279
H  4.752  1.065  0.146
H  3.151  1.801  0.388
H  2.095  1.602  -3.165
H  2.702  -0.289  0.330
H  1.856  -2.568  0.215
H  2.210  -3.867  -1.826
H  3.148  -2.782  -3.851
H  3.629  -0.386  -3.869

## Properties
Spin multiplicity: 4
Kohn-Sham gap (alpha / beta) in Eh: 0.247 / 0.240
DFT total energy in hartree: -5129.1997
Molar mass in g mol⁻¹: 907.47
Net charge: +1
HOMO level (alpha / beta) in eV: -10.98 / -11.76
⟨S²⟩: 3.79

Record 3
Density functional theory data (ωB97M-V/def2-TZVPD) for a 2-piece molecular cluster, C2H6Cl3PSi overall in a non-equilibrium geometry.

Geometry (Å):
C  1.175  -0.350  -0.714
C  -0.323  1.361  1.760
Si  -0.054  -0.025  0.501
P  -1.587  -1.587  0.963
Cl  0.969  1.545  -3.619
Cl  -2.407  -1.951  -0.831
Cl  -0.483  -3.301  1.169
H  0.708  0.274  -3.169
H  1.939  0.394  -0.734
H  1.083  -1.042  -1.461
H  -0.304  2.252  1.093
H  -1.197  1.189  2.537
H  0.482  1.241  2.502

## Properties
Kohn-Sham gap in Eh: 0.300
DFT total energy in hartree: -2091.1896
Molar mass in g mol⁻¹: 195.49
SMILES: C=[Si](C)P(Cl)Cl.Cl
HOMO level in eV: -8.78

Record 4
Density functional theory data (ωB97M-V/def2-TZVPD) for C20H36F18N2O21S6Y as an isolated structure in a non-equilibrium geometry.

Geometry (Å):
Y  0.252  -0.209  2.659
C  6.568  -6.253  0.990
O  5.252  -5.725  0.639
C  4.190  -5.988  1.547
C  2.908  -5.501  0.772
N  3.208  -4.259  -0.033
H  3.330  -3.508  0.632
H  4.180  -4.298  -0.305
C  2.281  -3.766  -1.124
C  2.235  -4.838  -2.253
O  1.571  -6.022  -1.808
C  0.150  -5.897  -2.093
H  7.034  -5.763  1.844
H  7.220  -6.147  0.123
H  6.584  -7.265  1.396
H  4.349  -5.390  2.444
H  4.045  -7.051  1.742
H  1.999  -5.441  1.371
H  2.845  -6.306  0.039
H  2.624  -2.757  -1.350
H  1.306  -3.585  -0.671
H  3.175  -5.317  -2.528
H  1.844  -4.208  -3.052
H  -0.191  -4.862  -2.086
H  -0.508  -6.535  -1.503
H  -0.065  -6.310  -3.078
C  -1.949  3.784  -0.928
C  -2.212  3.616  -2.379
N  -2.777  4.894  -3.093
C  -4.239  4.971  -2.592
C  -1.948  6.127  -2.665
C  -0.388  5.910  -2.961
C  -2.864  4.895  -4.641
C  -3.217  3.556  -5.288
O  -4.491  2.975  -4.844
C  -5.506  3.185  -5.855
H  -1.670  2.779  -0.611
H  -2.737  4.014  -0.211
H  -1.034  4.284  -0.612
H  -2.866  2.765  -2.573
H  -1.249  3.364  -2.823
H  -4.632  5.903  -2.999
H  -4.302  5.012  -1.504
H  -4.875  4.198  -3.023
H  -2.249  6.373  -1.647
H  -2.365  6.859  -3.357
H  -0.049  5.709  -3.977
H  0.109  5.150  -2.358
H  0.009  6.913  -2.805
H  -1.910  5.249  -5.031
H  -3.586  5.676  -4.878
H  -2.333  2.949  -5.096
H  -3.176  3.802  -6.349
H  -6.467  3.090  -5.349
H  -5.447  2.686  -6.822
H  -5.586  4.254  -6.050
C  -1.921  -4.106  0.979
F  -3.136  -3.460  1.124
F  -2.069  -5.404  0.934
F  -1.404  -3.583  -0.123
S  -0.879  -3.523  2.534
O  -1.473  -4.326  3.594
O  0.526  -3.810  2.272
O  -0.941  -2.057  2.675
C  -3.988  0.152  0.035
F  -3.206  -0.942  -0.422
F  -3.975  1.145  -0.871
F  -5.233  -0.198  0.226
S  -3.243  0.815  1.750
O  -1.816  0.426  1.858
O  -3.309  2.288  1.768
O  -4.066  0.273  2.863
C  -0.869  1.191  7.213
F  -0.252  1.195  8.355
F  -2.179  1.163  7.274
F  -0.592  2.232  6.463
S  -0.136  -0.231  6.111
O  -0.485  -1.559  6.674
O  -0.600  -0.155  4.703
O  1.255  0.105  6.109
C  4.664  -1.163  3.822
F  4.375  -0.391  4.886
F  5.828  -0.675  3.410
F  4.758  -2.474  4.276
S  3.212  -1.002  2.461
O  3.450  -1.875  1.345
O  1.980  -1.498  3.174
O  2.880  0.397  2.151
C  2.330  3.987  2.324
F  3.069  4.191  3.430
F  1.896  5.213  1.948
F  3.053  3.398  1.337
S  0.713  2.825  2.870
O  -0.197  3.796  3.434
O  0.357  2.065  1.674
O  1.118  1.668  3.753
C  1.707  0.882  -1.802
F  1.578  1.995  -1.010
F  1.458  1.238  -3.071
F  2.980  0.458  -1.718
S  0.333  -0.386  -1.024
O  0.465  -1.689  -1.764
O  0.581  -0.586  0.405
O  -0.979  0.257  -1.402

## Properties
Kohn-Sham gap in Eh: 0.254
DFT total energy in hartree: -6698.3931
Molar mass in g mol⁻¹: 1263.77
Net charge: -1
HOMO level in eV: -5.95